Model A:
{
  "formula": "C2H3FI2",
  "method": "ωB97M-V/def2-TZVPD",
  "elements": ["C", "C", "F", "I", "I", "H", "H", "H"],
  "coordinates": [[-0.3101, -0.2046, -0.8285], [0.2295, 0.1020, 0.5516], [-1.0497, 0.9183, -1.1623], [-1.4669, 0.5516, 1.9631], [1.8807, 1.2801, 0.6978], [-0.8069, -1.1891, -1.0125], [0.6134, -0.1409, -1.4676], [0.9100, -1.3174, 1.2582]],
  "spin_multiplicity": 1,
  "homo_energy_ev": -9.28,
  "gap_ev": 8.715
}

***

Model B:
{
  "formula": "C2H3FI2",
  "method": "ωB97M-V/def2-TZVPD",
  "elements": ["C", "C", "F", "I", "I", "H", "H", "H"],
  "coordinates": [[0.0590, 0.3089, -0.8597], [-0.0686, 0.0305, 0.5760], [0.8205, 1.4637, -0.9398], [-1.8240, 0.6880, 1.4785], [1.6369, -0.1728, 1.7914], [-1.0029, 0.4153, -1.1837], [0.8047, -0.3967, -1.3620], [-0.4255, -2.3370, 0.4993]],
  "spin_multiplicity": 1,
  "homo_energy_ev": [-9.73, -8.51],
  "gap_ev": [8.608, 7.720]
}

***

Stability check: which of them is most stable? model A.